# 1
{
  "formula": "C3H11NO2",
  "method": "ωB97M-V with the def2-TZVPD basis set",
  "species": ["H", "O", "H", "H", "H", "H", "O", "H", "H", "H", "C", "H", "H", "C", "C", "N", "H"],
  "xyz": [[1.323, -1.936, -0.519], [-2.981, 1.419, -0.245], [2.646, -0.846, -0.089], [-0.796, 1.687, -0.400], [2.001, 1.132, -0.205], [0.925, 0.439, -1.773], [0.116, 1.982, -0.515], [-3.722, 1.519, 0.433], [-0.915, -1.389, 1.014], [1.875, -1.739, 1.314], [1.699, -1.336, 0.326], [0.650, 0.054, 1.551], [-0.785, -1.180, -0.720], [1.018, 0.768, -0.618], [0.635, -0.250, 0.480], [-0.773, -0.763, 0.215], [-2.917, 0.438, -0.249]],
  "mulliken_charge": [0.316, -0.679, 0.280, 0.312, 0.349, 0.215, -0.499, 0.318, 0.223, 0.356, -1.133, 0.359, 0.257, -0.488, 0.024, -0.523, 0.314],
  "multiplicity": 1,
  "largest_force_ev_per_a": 3.47,
  "gap_ev": 10.4,
  "smiles": "C[C@H](N)CO.O",
  "total_energy_ev": -8873.1299,
  "homo_ev": -9.596,
  "e_above_lowest_ev": 1.3596
}

***

# 2
{
  "formula": "C4H10N2",
  "method": "ωB97M-V with the def2-TZVPD basis set",
  "species": ["H", "H", "H", "C", "C", "N", "H", "N", "H", "H", "C", "H", "H", "C", "H", "H"],
  "xyz": [[-2.437, 0.745, 0.748], [2.068, 1.174, 1.014], [-0.101, -2.748, 0.160], [-0.596, -0.780, -0.403], [-0.829, -2.063, -0.243], [2.161, 0.641, 0.147], [-0.956, 1.632, 1.048], [-0.868, 0.409, -0.670], [0.505, 1.503, -1.261], [1.973, -1.271, -0.527], [1.748, -0.578, 0.274], [-2.032, 2.095, -0.299], [1.302, 1.502, -0.939], [-1.608, 1.259, 0.255], [-1.774, -2.505, -0.527], [1.443, -1.015, 1.223]],
  "mulliken_charge": [0.357, 0.240, 0.237, 0.650, -0.868, -0.538, 0.274, -0.479, -0.016, 0.425, -0.597, 0.267, 0.172, -0.762, 0.280, 0.359],
  "multiplicity": 1,
  "largest_force_ev_per_a": 3.18,
  "gap_ev": 9.0,
  "total_energy_ev": -7285.3587,
  "homo_ev": -8.556,
  "e_above_lowest_ev": 5.2609
}

***

# 3
{
  "formula": "C10H18IN3OPS",
  "method": "ωB97M-V with the def2-TZVPD basis set",
  "species": ["N", "H", "H", "S", "H", "C", "I", "H", "C", "H", "H", "O", "C", "H", "C", "H", "H", "C", "H", "H", "P", "H", "C", "N", "C", "H", "N", "H", "C", "H", "H", "H", "C", "C", "H"],
  "xyz": [[0.050, 2.067, -1.636], [-0.855, -3.902, 2.942], [-1.206, -0.762, 0.722], [2.992, 2.929, 1.650], [-0.758, 2.544, -4.301], [-1.339, 0.549, -4.500], [-1.512, 3.455, -1.508], [-1.826, 0.761, -5.435], [-0.694, 1.541, -3.906], [-1.429, -0.439, -4.075], [-0.402, -0.197, 3.047], [-2.338, -0.878, 3.284], [1.770, 1.146, -0.583], [3.913, -0.234, -1.972], [0.179, 1.356, -2.756], [-0.644, -2.736, 4.261], [-2.990, -2.773, 3.373], [-2.203, -2.223, 2.859], [4.084, 0.715, 0.469], [-0.864, 0.964, 0.872], [2.830, 1.134, 0.944], [-0.041, -2.367, 2.648], [1.977, 0.308, -1.694], [0.795, 2.008, -0.574], [-0.858, -2.843, 3.197], [3.088, -1.176, -0.863], [3.022, -0.642, -1.718], [-2.412, -2.308, 1.786], [1.191, 0.420, -2.784], [2.299, 0.198, 1.853], [-1.669, 1.006, 3.183], [-2.538, 0.377, 0.911], [-1.426, 0.043, 2.734], [-1.513, 0.162, 1.220], [1.328, -0.203, -3.650]],
  "mulliken_charge": [-0.229, 0.394, 0.251, -0.317, 0.434, -0.781, 0.367, 0.296, -0.952, 0.307, 0.244, -0.420, -0.283, 0.289, 1.268, 0.296, 0.349, -0.309, 0.120, 0.241, 0.125, 0.181, 0.611, -0.394, -0.953, 0.315, -0.536, 0.261, -0.304, 0.119, 0.362, 0.322, -0.476, -0.710, 0.512],
  "multiplicity": 1,
  "largest_force_ev_per_a": 2.37,
  "gap_ev": 6.9,
  "total_energy_ev": -45394.5646,
  "charge": 1,
  "homo_ev": -11.923
}

***

# 4
{
  "formula": "C7H10NOS",
  "method": "ωB97M-V with the def2-TZVPD basis set",
  "species": ["H", "C", "H", "C", "H", "C", "H", "C", "O", "C", "N", "C", "H", "H", "S", "C", "H", "H", "H", "H"],
  "xyz": [[0.990, -0.506, -1.262], [0.337, -1.305, 0.339], [-3.820, 1.077, -0.279], [-1.763, 1.630, 0.023], [1.044, 1.975, 0.937], [1.272, -0.540, 1.180], [0.972, -0.516, 2.274], [-0.885, -0.504, 0.239], [1.306, 1.097, -0.916], [-2.817, 0.832, -0.233], [0.913, -1.490, -1.103], [-0.676, 0.835, 0.235], [2.394, -0.748, 1.149], [-1.658, 2.749, 0.090], [-2.579, -0.878, -0.154], [0.768, 1.116, 0.360], [2.199, 1.472, -1.044], [1.777, -1.999, -1.121], [0.088, -1.952, -1.540], [0.137, -2.347, 0.827]],
  "mulliken_charge": [0.441, -0.280, 0.508, -0.553, 0.541, -0.769, 0.340, -0.351, -0.580, -0.595, -0.158, 0.762, 0.276, 0.405, 0.079, -0.484, 0.351, 0.328, 0.361, 0.378],
  "multiplicity": 3,
  "largest_force_ev_per_a": 4.33,
  "gap_ev": [5.9, 5.0],
  "total_energy_ev": -21780.9079,
  "charge": 1,
  "homo_ev": [-8.896, -12.382],
  "e_above_lowest_ev": 2.9994,
  "s_squared": 2.005
}

***

# 5
{
  "formula": "C23H44NP3SW",
  "method": "ωB97M-V with the def2-TZVPD basis set",
  "species": ["P", "H", "H", "C", "H", "P", "C", "H", "H", "C", "H", "H", "H", "P", "C", "C", "H", "H", "H", "N", "H", "C", "H", "C", "C", "H", "H", "H", "C", "H", "H", "H", "C", "H", "H", "H", "H", "H", "H", "C", "H", "C", "H", "H", "C", "S", "H", "H", "C", "H", "C", "H", "H", "H", "H", "C", "C", "C", "C", "H", "C", "H", "H", "H", "H", "H", "H", "C", "H", "C", "W", "H", "C"],
  "xyz": [[1.254, -1.245, -1.457], [-0.320, 2.447, -1.268], [1.796, -3.237, -2.722], [-3.434, -2.405, 0.442], [2.572, 5.390, -2.539], [-1.888, 0.887, 1.266], [5.325, 7.110, -0.616], [-4.044, -1.522, 0.670], [-2.761, 1.895, -0.776], [0.770, -0.781, -3.163], [1.663, -0.825, -3.807], [-2.210, 0.271, 3.591], [6.279, 6.588, -0.750], [-2.058, -1.997, -0.692], [1.033, 3.963, -2.016], [-2.904, -1.314, -2.171], [0.009, -1.471, -3.552], [-3.710, -2.005, -2.467], [-0.514, 2.234, 2.785], [0.583, -1.850, 2.004], [-2.112, 2.961, 2.472], [3.192, 4.091, -0.921], [5.065, 7.416, 0.404], [-1.956, -3.957, 3.774], [0.116, -4.264, 1.907], [-0.485, -6.344, 1.834], [-4.071, -3.156, -0.053], [3.562, -1.070, -2.116], [-1.656, -3.697, -1.235], [-0.523, 0.397, -0.835], [-3.335, -0.328, -1.959], [-2.603, -4.215, -1.453], [2.937, -0.518, -1.399], [1.532, -2.136, 1.744], [-3.048, -2.835, 1.377], [0.719, -1.200, 2.785], [0.985, -3.691, -1.199], [-3.255, -0.722, 2.542], [0.920, -4.357, 1.176], [-0.141, -3.032, 2.500], [0.323, 4.329, -2.758], [-3.199, 1.553, 0.170], [-2.259, -6.089, 3.562], [2.916, 0.540, -1.680], [1.572, 2.427, -0.230], [1.259, 1.046, 0.863], [-3.957, 0.788, -0.036], [3.506, 2.662, 0.687], [-1.261, 2.443, 2.012], [3.379, -0.605, -0.401], [4.539, 7.411, -1.661], [-2.765, -3.832, 4.495], [-3.685, 0.979, 2.878], [-1.041, -3.690, -2.143], [4.163, 4.572, -0.814], [0.664, 2.909, -1.179], [-1.157, -2.853, 3.428], [2.836, 3.036, -0.087], [-1.685, -5.216, 3.234], [-3.676, 2.407, 0.675], [-2.853, 0.283, 2.702], [0.373, 0.241, -3.168], [4.827, 7.152, -2.686], [-1.325, -1.867, 3.864], [2.690, -3.175, -1.177], [-2.194, -1.217, -3.003], [-0.814, 3.093, 1.253], [-0.677, -5.367, 2.275], [3.604, 7.967, -1.533], [2.294, 4.554, -1.895], [-0.258, -0.703, 0.335], [-1.134, -4.244, -0.439], [1.713, -3.010, -1.650]],
  "mulliken_charge": [1.292, 0.415, 0.432, -1.083, 0.407, 1.047, -0.111, 0.383, 0.255, -1.495, 0.522, 0.453, 0.335, 0.727, -0.968, -1.173, 0.432, 0.476, 0.446, -0.741, 0.557, -0.300, 0.317, -0.723, -0.639, 0.500, 0.620, 0.543, -1.170, -0.032, 0.292, 0.604, -1.618, 0.441, 0.104, 0.499, 0.207, 0.320, 0.543, 0.533, 0.453, -1.318, 0.439, 0.407, 0.655, -0.176, 0.419, 0.466, -1.558, 0.447, -0.218, 0.491, 0.485, 0.413, 0.309, -0.095, -0.541, -0.816, -0.638, 0.563, -1.365, 0.292, 0.337, 0.541, 0.499, 0.277, 0.362, -0.487, 0.335, -0.253, 0.762, 0.146, -1.283],
  "multiplicity": 3,
  "largest_force_ev_per_a": 4.11,
  "gap_ev": [5.9, 4.1],
  "total_energy_ev": -66539.8237,
  "charge": 4,
  "homo_ev": [-19.175, -19.393],
  "e_above_lowest_ev": 0.0000,
  "s_squared": 2.119
}

***

# 6
{
  "formula": "C41H34BrI3N5OPbS",
  "method": "ωB97M-V with the def2-TZVPD basis set",
  "species": ["H", "H", "C", "N", "O", "H", "C", "H", "C", "H", "H", "C", "C", "C", "N", "H", "H", "C", "H", "C", "H", "I", "C", "H", "H", "H", "C", "C", "H", "C", "C", "H", "H", "C", "H", "H", "C", "C", "C", "C", "N", "C", "H", "C", "N", "C", "C", "C", "C", "Br", "C", "H", "H", "H", "C", "H", "I", "H", "C", "C", "C", "C", "C", "N", "H", "C", "H", "C", "H", "H", "S", "C", "C", "H", "C", "C", "Pb", "I", "C", "H", "H", "H", "C", "H", "C", "H", "C"],
  "xyz": [[1.645, -1.339, -2.184], [-1.354, 2.464, 3.096], [1.577, 3.194, 1.580], [-1.389, -1.269, -0.259], [-1.069, 2.922, -0.720], [-2.429, -2.907, 3.249], [-2.083, 5.674, 2.147], [3.869, -2.439, -2.464], [-1.422, 1.380, 2.954], [-4.748, -3.513, 3.870], [-0.636, 6.945, 1.202], [3.365, 0.619, -0.235], [4.819, -1.099, -1.075], [0.131, -0.079, -7.427], [2.336, 0.101, -0.911], [0.532, 3.381, 1.773], [-3.824, 2.068, 1.908], [-2.815, -3.043, 1.155], [0.749, -6.955, -2.111], [3.751, -1.592, -1.809], [5.437, 0.387, 0.324], [-2.540, 7.070, 3.673], [-0.074, 0.340, -5.070], [4.674, 4.402, 2.117], [0.207, 1.732, 5.086], [3.414, -0.702, 3.608], [-3.737, -3.293, 0.155], [-2.969, 2.107, 1.221], [1.581, 1.329, -4.149], [0.357, -6.103, -1.577], [2.556, 4.044, 2.070], [-3.450, -3.246, -0.886], [5.183, 2.431, 0.722], [-1.421, 3.770, 0.188], [-3.302, 1.823, 0.221], [1.982, -1.172, 1.604], [2.431, -0.269, 3.511], [2.521, -0.968, -1.668], [-3.168, -3.113, 2.491], [4.163, 2.647, 0.997], [-1.925, 1.143, 1.612], [1.384, 0.505, -7.422], [-2.294, 0.200, 1.544], [1.918, 0.564, 4.500], [0.448, 0.018, 2.223], [-0.625, -3.925, -0.212], [-0.056, 0.795, 3.173], [-1.133, 5.988, 1.188], [-5.039, -3.607, 0.502], [-2.291, -1.015, -6.302], [3.878, 3.762, 1.767], [-0.763, -2.952, -2.108], [1.945, 0.569, -8.341], [-6.419, -3.935, 2.103], [4.623, 0.011, -0.272], [2.496, 0.789, 5.383], [0.658, 5.388, -1.224], [-2.175, -1.411, -0.881], [0.227, -6.157, -0.197], [-2.388, 3.491, 1.183], [-0.012, -4.962, -2.272], [-0.830, 5.048, 0.234], [0.650, 1.089, 4.339], [1.845, 2.126, 0.851], [-3.461, 4.209, 2.877], [1.650, -0.519, 2.399], [-0.377, -5.085, 1.565], [-0.599, -0.170, -6.252], [2.288, 4.904, 2.661], [2.886, 1.461, -6.228], [-1.145, -2.466, 0.746], [-4.469, -3.446, 2.831], [1.180, 0.927, -5.067], [-2.109, 1.001, 3.726], [-5.404, -3.685, 1.837], [-0.269, -5.063, 0.491], [-0.112, 0.837, -0.226], [-1.180, 0.227, -3.250], [1.909, 1.004, -6.241], [0.077, -4.926, -3.347], [0.515, -7.046, 0.345], [-5.767, -3.789, -0.272], [-0.495, -3.859, -1.585], [5.791, -1.568, -1.127], [3.116, 1.832, 0.564], [-0.292, -0.469, -8.338], [-2.705, 4.439, 2.140]],
  "mulliken_charge": [0.370, 0.471, -0.616, -0.295, -0.812, 0.464, -0.467, 0.496, -0.819, 0.419, 0.464, 0.357, -0.735, -0.427, 0.468, 0.787, 0.426, 0.533, 0.420, -0.854, 0.418, 0.059, 0.017, 0.460, 0.568, 0.512, -0.514, -1.126, 0.530, -0.447, -1.466, 0.384, 0.449, 0.126, 0.408, 0.622, -1.053, -0.263, -0.335, -0.853, 0.133, -0.540, -0.003, -0.612, 0.419, 0.494, 0.438, -0.258, -0.822, -0.186, -0.798, 0.381, 0.383, 0.412, -0.865, 0.449, 0.053, 0.095, -0.689, 0.374, -0.819, -0.294, -1.026, 0.872, 0.457, -0.441, 0.458, 0.102, 0.572, 0.403, 0.182, -0.650, -0.188, 0.410, -0.416, -0.563, 1.669, 0.330, -0.748, 0.465, 0.409, 0.417, -0.004, 0.448, 0.735, 0.408, -0.188],
  "multiplicity": 1,
  "largest_force_ev_per_a": 1.61,
  "gap_ev": 6.5,
  "total_energy_ev": -162989.2578,
  "charge": 1,
  "homo_ev": -9.180,
  "e_above_lowest_ev": 0.5641
}